C45H38N6P2SSe2V as an isolated structure. Source: OMol25; level of theory: the ωB97M-V functional and the def2-TZVPD basis.

Geometry as XYZ:
```
95
Properties=species:S:1:pos:R:3:forces:R:3
V 0.19143 0.01993 0.21287 -4.417 -1.077 -0.973
Se 0.84318 6.75252 0.80536 -0.038 0.093 0.025
P 2.17161 5.29448 1.53586 -0.022 0.213 0.006
C 2.32230 5.25254 3.34867 0.007 0.046 -0.369
C 1.50099 6.05016 4.13233 0.017 0.052 -0.097
C 1.64141 6.03011 5.50912 -0.006 -0.011 0.105
C 2.60327 5.22423 6.09506 -0.042 -0.011 0.050
C 3.40913 4.41448 5.30848 0.078 -0.065 0.079
C 3.26876 4.41556 3.93324 -0.043 0.020 0.014
C 3.81892 5.63236 0.84877 -0.213 -0.022 0.112
C 3.91359 5.56997 -0.53837 0.005 -0.110 0.038
C 5.05359 6.01811 -1.17501 -0.039 -0.035 -0.086
C 6.10467 6.52826 -0.42926 0.058 0.047 0.068
C 6.01726 6.57217 0.95204 0.161 0.094 -0.064
C 4.87227 6.13659 1.59745 -0.132 -0.143 0.034
C 1.83741 3.58673 1.09722 -0.535 0.026 -0.202
C 0.73654 2.82844 0.66606 0.315 0.496 0.237
N 1.18291 1.54828 0.63949 0.988 2.833 0.891
N 2.43678 1.52638 1.02510 0.774 -0.555 0.147
N 2.84697 2.72556 1.30808 0.272 0.256 -0.017
P -0.98824 3.04852 0.23779 0.223 0.940 -0.187
Se -2.09001 1.34958 0.85531 -0.089 -0.420 -0.038
C -1.63165 4.48711 1.12599 -0.024 -0.304 -0.068
C -2.37246 5.49647 0.52806 0.106 -0.159 -0.006
C -2.92844 6.48347 1.32376 -0.073 0.058 -0.003
C -2.76772 6.44814 2.69904 -0.007 0.014 0.025
C -2.04060 5.42867 3.29309 0.037 -0.010 0.056
C -1.47121 4.44746 2.50723 0.089 -0.071 -0.075
C -1.07667 3.36606 -1.55420 -0.140 -0.154 0.357
C -0.37644 4.43866 -2.09800 -0.016 -0.050 0.082
C -0.45070 4.67836 -3.45813 0.037 0.050 -0.062
C -1.21448 3.85436 -4.27174 -0.037 -0.065 -0.031
C -1.91053 2.78671 -3.72723 0.006 0.036 -0.096
C -1.84037 2.53765 -2.36751 -0.165 -0.009 0.182
H 0.76148 6.68193 3.65721 0.010 0.031 -0.054
H 1.00255 6.64695 6.12338 -0.047 0.069 0.061
H 2.72093 5.21963 7.16929 0.009 -0.007 0.073
H 4.15018 3.78002 5.77063 0.070 -0.074 0.047
H 3.87308 3.77201 3.30787 0.046 -0.023 0.024
H 3.07730 5.18420 -1.10935 0.016 0.021 -0.055
H 5.11754 5.98793 -2.25297 0.008 -0.032 -0.073
H 6.98576 6.90624 -0.92789 0.080 -0.024 -0.014
H 6.84064 6.96550 1.52900 0.070 0.044 0.070
H 4.80475 6.19262 2.67550 -0.024 0.034 0.010
H -2.48840 5.52644 -0.54657 -0.033 -0.002 -0.040
H -3.49211 7.28624 0.87331 -0.053 0.058 -0.077
H -3.21571 7.21327 3.31600 -0.030 0.087 0.017
H -1.92133 5.39571 4.36626 0.030 0.017 0.078
H -0.89684 3.63987 2.94956 -0.049 0.048 0.082
H 0.20206 5.08689 -1.45340 0.100 0.100 0.046
H 0.08230 5.51420 -3.88637 0.065 0.066 -0.013
H -1.27028 4.04414 -5.33439 0.008 0.033 -0.057
H -2.50960 2.14844 -4.36087 -0.025 -0.047 -0.035
H -2.38213 1.70634 -1.92821 0.049 0.030 -0.020
C 1.68874 -0.12102 -3.84077 -0.186 0.183 0.016
C 2.71082 -1.04994 -3.70386 0.162 -0.123 -0.160
C 3.00299 -1.58107 -2.46153 0.072 -0.129 0.230
C 2.25820 -1.18952 -1.34893 -0.177 0.324 -0.700
C 1.20265 -0.26223 -1.47741 0.338 -0.142 -0.538
C 0.94757 0.26834 -2.73342 0.150 0.012 -0.500
C 2.41489 -1.68223 0.00468 -0.304 0.142 0.351
C 3.38974 -2.58644 0.45196 0.231 -0.321 0.603
C 3.39773 -3.00259 1.76084 -0.092 0.225 -0.504
C 2.42106 -2.50458 2.65527 -0.306 0.277 -0.228
C 2.35364 -2.87715 4.00969 -0.130 0.089 0.192
C 1.41731 -2.32116 4.84514 0.367 -0.275 -0.038
C 0.51105 -1.37866 4.35209 -0.162 0.274 -0.434
C 0.52806 -1.01886 3.02488 -0.204 0.129 0.217
C 1.47824 -1.56805 2.14729 0.510 -0.601 0.590
N 1.47694 -1.19124 0.84004 2.296 -1.783 0.654
H 1.46458 0.28878 -4.81732 0.019 0.051 -0.090
H 3.28314 -1.35495 -4.56964 0.053 -0.015 -0.031
H 3.80258 -2.30234 -2.37291 0.186 -0.115 0.018
H 0.14216 0.98976 -2.85831 0.115 -0.078 -0.061
H 4.14177 -2.94468 -0.23547 0.038 0.019 -0.066
H 4.14852 -3.68555 2.12883 0.088 -0.110 -0.008
H 3.06123 -3.60326 4.38288 0.088 -0.059 0.056
H 1.38637 -2.60229 5.88731 -0.001 -0.029 0.068
H -0.20016 -0.92073 5.02202 -0.126 0.018 0.029
H -0.18748 -0.29072 2.64277 0.052 -0.066 0.189
C -1.01447 -2.42262 -3.53024 -0.230 0.214 -0.225
N -0.34844 -3.13455 -2.48209 0.230 0.018 0.568
C 0.61665 -4.17926 -2.75596 0.150 -0.237 -0.239
C 1.10004 -4.59870 -1.35634 0.214 -0.303 -0.028
N 0.26801 -3.79677 -0.48473 0.028 0.185 -0.221
C -0.46531 -2.89795 -1.17168 0.174 -0.804 -0.175
S -1.45218 -1.76019 -0.46699 -1.006 0.493 0.426
H -0.29329 -2.14264 -4.29871 -0.006 0.025 0.035
H -1.46004 -1.52373 -3.10547 0.051 -0.042 -0.079
H -1.80276 -3.03329 -3.97952 0.012 -0.027 0.005
H 1.42743 -3.77725 -3.37136 -0.058 -0.066 0.042
H 0.13978 -5.00370 -3.29566 0.045 0.034 0.031
H 2.15888 -4.36908 -1.20321 -0.085 -0.049 -0.057
H 0.93332 -5.66110 -1.16034 0.107 0.069 -0.089
H 0.43817 -3.71048 0.50332 -0.135 0.165 -0.054
```
Forces are in eV/Å.

Computed properties:
HOMO-LUMO gap (spin up / spin down) in eV: 6.15 / 7.23
⟨S²⟩: 3.786
Multiplicity: 4
Relative energy (zero: lowest compared OMol25 entry of this formula, charge and spin) in kcal per mole: 8.1
E_HOMO (spin up / spin down) in eV: -6.24 / -7.53
LUMO (spin up / spin down) in eV: -0.09 / -0.31
Molar mass in g/mol: 965.72


C19H29Cl2CrN3S4Sb as an isolated structure. Source: OMol25; level of theory: the ωB97M-V functional and the def2-TZVPD basis.

Geometry as XYZ:
```
59
Properties=species:S:1:pos:R:3:forces:R:3
Cr 0.92052 0.04502 1.49120 1.195 -1.136 -0.320
S 5.40014 -1.28920 1.33117 -0.211 0.090 -0.048
Sb 4.06063 0.06134 2.60493 -0.427 -0.089 0.100
S 1.95707 -0.98709 3.26860 0.759 0.011 0.306
S 2.67248 1.57789 1.27570 0.200 -0.297 0.146
S 5.19968 1.10095 4.28618 -0.142 0.116 0.081
N -0.04642 1.21995 0.21103 -1.157 2.263 -0.745
C -0.56062 2.18342 -0.20433 0.911 -2.101 0.629
N -1.18558 3.22200 -0.69692 -0.310 0.537 -0.298
C -1.43597 4.40476 0.12435 -0.312 0.176 0.495
C -1.54824 5.64262 -0.76268 0.237 -0.061 -0.011
C -0.35152 5.70529 -1.71123 -0.110 0.066 -0.003
C -0.29420 4.45841 -2.61409 -0.074 -0.144 0.031
C -1.28040 3.38862 -2.13130 0.195 0.060 -0.619
H -0.61394 4.53269 0.83628 -0.040 -0.037 -0.079
H -2.35712 4.25805 0.70426 0.139 0.049 -0.012
H -1.57343 6.52958 -0.12777 -0.070 -0.047 0.031
H -2.47892 5.62015 -1.33515 -0.031 0.054 0.069
H 0.55760 5.76079 -1.11019 0.019 0.060 -0.004
H -0.40133 6.61245 -2.31827 0.062 -0.011 0.066
H 0.71183 4.03785 -2.59195 -0.015 -0.029 -0.084
H -0.52912 4.71284 -3.64968 0.024 -0.022 -0.034
H -1.06256 2.43073 -2.60744 -0.107 0.074 0.078
H -2.30912 3.67175 -2.38799 0.118 -0.129 -0.002
C -2.06589 -1.66387 1.74080 0.051 -0.074 0.062
C -1.97515 -3.02280 1.05541 -0.105 0.073 -0.095
C -2.99065 -3.08314 -0.10133 0.036 -0.065 0.278
C -0.61178 -3.45883 0.53956 0.027 0.066 0.102
C -0.44835 -4.82319 0.40641 0.174 -0.070 -0.074
C 0.67877 -5.37763 -0.17804 -0.101 -0.386 -0.040
C 1.60038 -4.52182 -0.75852 -0.155 0.031 0.164
C 1.49279 -3.14922 -0.67943 0.038 -0.096 -0.073
C 2.50448 -2.39165 -1.52453 0.000 0.266 -0.280
C 2.62009 -0.89061 -1.31273 0.081 -0.162 0.241
C 2.18900 -2.63679 -3.01183 0.147 -0.125 0.144
C 0.45963 -2.57127 0.14610 0.305 -0.991 -0.224
N 0.53178 -1.34852 0.59352 -0.596 0.945 0.111
H -3.06331 -1.53162 2.16615 -0.197 -0.017 0.051
H -1.87734 -0.85431 1.03562 0.029 0.019 0.053
H -1.33205 -1.60517 2.54489 0.032 0.079 0.015
H -2.28616 -3.77222 1.79902 0.042 0.043 -0.113
H -2.73447 -2.34641 -0.85949 0.063 0.110 -0.126
H -4.00084 -2.87573 0.25805 -0.143 0.071 0.019
H -2.98942 -4.06767 -0.56764 0.039 -0.032 -0.038
H -1.23062 -5.48052 0.77585 -0.062 -0.004 0.059
H 0.82154 -6.44869 -0.20809 -0.015 -0.108 -0.017
H 2.45476 -4.93911 -1.27855 0.077 -0.016 -0.073
H 3.48930 -2.82916 -1.31399 -0.066 0.059 -0.011
H 1.64576 -0.40320 -1.35664 0.050 0.028 -0.060
H 3.26645 -0.45484 -2.07586 0.117 0.012 -0.084
H 3.07334 -0.68988 -0.34542 -0.045 0.142 -0.115
H 1.24214 -2.16674 -3.27616 -0.142 0.067 -0.025
H 2.11233 -3.69862 -3.23626 -0.043 -0.119 -0.063
H 2.97413 -2.20867 -3.63684 0.059 0.072 -0.087
Cl -2.80166 2.94260 4.85944 1.223 -2.090 -0.818
C -1.73139 1.01064 4.13311 -0.848 1.031 0.536
Cl -0.47569 1.31497 3.03296 -0.694 1.370 0.634
H -2.59223 0.55145 3.67746 -0.195 0.112 -0.003
H -1.40112 0.59141 5.07229 -0.036 0.306 0.178
```
Forces are in eV/Å.

Computed properties:
HOMO-LUMO gap (spin up / spin down) in eV: 3.33 / 4.02
⟨S²⟩: 0.861
Multiplicity: 2
Total charge: -2
E_HOMO (spin up / spin down) in eV: -0.48 / -1.19
LUMO (spin up / spin down) in eV: 2.85 / 2.83
Molar mass in g/mol: 672.39


C31H50NO4RuSSbSe2Si4Te2 as an isolated structure. Source: OMol25; level of theory: the ωB97M-V functional and the def2-TZVPD basis.

Geometry as XYZ:
```
97
Properties=species:S:1:pos:R:3:forces:R:3
Ru 0.24866 -1.11909 -1.94408 -0.013 -0.154 0.503
Se 0.87496 -2.88850 -3.37892 0.241 -0.227 -0.213
Te 2.97537 -2.54994 -4.72411 -0.142 0.054 0.067
Te 2.02505 0.42798 -5.69237 -0.138 0.016 0.041
Se 0.66284 0.66439 -3.65236 0.211 0.354 -0.312
C 3.98185 -4.93412 -0.04468 -0.019 0.023 -0.014
Si 2.13100 -4.73745 0.16752 0.010 -0.060 -0.061
C 1.65480 -5.22291 1.91694 0.050 -0.011 -0.044
C 1.20568 -5.82610 -1.03576 -0.005 -0.006 0.044
Sb 1.67504 -2.23219 -0.20538 -0.143 -0.018 0.069
Si 1.87561 -1.26993 2.17660 -0.014 -0.015 0.041
C 3.58755 -1.86229 2.68054 -0.023 0.046 -0.012
C 0.59219 -1.94120 3.36380 0.094 0.003 -0.043
C 1.81905 0.59432 2.19023 0.045 -0.024 0.050
Si -1.56387 -2.49830 -1.22627 -0.004 0.020 0.028
C -1.70180 -3.13246 0.53857 0.050 -0.059 -0.060
C -1.98605 -3.97386 -2.31443 -0.018 0.019 -0.005
C -2.90447 -1.18999 -1.51777 0.015 -0.007 -0.002
H 4.25064 -5.99243 0.00946 0.002 -0.006 0.015
H 4.53245 -4.40560 0.73610 -0.009 0.018 -0.004
H 4.31492 -4.54812 -1.00944 -0.018 -0.011 -0.016
H 1.91992 -6.27504 2.05767 -0.015 -0.014 0.006
H 0.58614 -5.11826 2.10723 -0.014 0.014 -0.027
H 2.19486 -4.64656 2.66767 0.003 0.006 0.015
H 1.65318 -6.82393 -1.00587 -0.012 -0.011 0.008
H 1.25155 -5.45893 -2.06018 0.032 0.007 0.006
H 0.15667 -5.92375 -0.75054 -0.012 0.028 -0.004
H 3.63912 -2.94816 2.76240 0.014 -0.031 -0.007
H 3.84761 -1.44294 3.65627 -0.012 -0.001 0.015
H 4.34799 -1.54087 1.96643 -0.005 0.017 -0.003
H 0.67933 -3.01763 3.51320 0.016 -0.008 -0.018
H -0.42338 -1.73205 3.03085 -0.010 0.011 -0.031
H 0.71903 -1.44888 4.33360 0.036 -0.013 -0.034
H 2.28624 1.05990 1.32188 0.004 -0.031 0.002
H 2.33538 0.93650 3.09276 0.002 0.019 -0.006
H 0.78532 0.93333 2.25569 -0.037 -0.022 -0.004
H -0.93959 -3.89527 0.72123 -0.002 -0.021 0.012
H -2.67899 -3.59402 0.70754 -0.025 0.049 -0.019
H -1.58501 -2.35247 1.28813 0.010 -0.005 0.008
H -1.23468 -4.76248 -2.29836 0.033 -0.011 0.012
H -2.14209 -3.68037 -3.35331 0.016 0.007 -0.009
H -2.92260 -4.39658 -1.93613 -0.005 0.007 -0.001
H -3.17455 -0.70733 -0.57714 -0.006 0.010 0.020
H -3.79667 -1.66890 -1.92962 -0.009 -0.014 0.024
H -2.60381 -0.40447 -2.21607 0.003 -0.016 -0.020
C 0.22075 0.60731 8.05201 0.020 0.006 0.017
C -0.55153 0.49791 6.76718 -0.019 -0.008 -0.027
C -0.70511 1.60136 5.92833 0.009 -0.010 -0.001
C -1.43700 1.50925 4.75783 0.019 0.023 0.001
C -2.01910 0.29917 4.41075 -0.038 -0.054 0.022
C -1.87808 -0.81125 5.22500 -0.059 0.040 0.082
C -1.14657 -0.70416 6.39865 -0.027 0.019 0.013
S -2.94962 0.16889 2.91136 0.085 0.055 -0.008
O -4.00771 1.13625 2.96556 0.021 0.001 0.002
O -3.22356 -1.22753 2.71345 -0.050 0.004 0.043
N -1.88618 0.63569 1.76365 -0.187 0.061 -0.011
C -2.11230 1.84517 0.96717 0.008 0.030 0.034
C -0.78756 2.39705 0.47895 0.029 0.053 0.024
C 0.05830 1.46313 -0.37492 0.073 0.051 0.019
O 1.09178 1.88343 -0.87392 -0.036 -0.035 -0.075
O -0.39563 0.25096 -0.49630 -0.042 -0.007 -0.156
H 0.85793 1.49058 8.05754 0.002 0.003 -0.002
H 0.84914 -0.26923 8.21054 -0.002 -0.007 0.000
H -0.45807 0.68157 8.90376 -0.006 0.001 0.002
H -0.24357 2.54370 6.19724 0.001 0.005 0.003
H -1.54893 2.37374 4.11520 -0.010 -0.002 -0.012
H -2.32847 -1.74915 4.93114 -0.010 0.001 -0.008
H -1.03240 -1.57369 7.03509 0.004 -0.005 0.006
H -1.55199 -0.13213 1.19036 0.066 -0.034 0.063
H -2.60616 2.58410 1.59517 -0.040 -0.040 0.022
H -2.78285 1.63169 0.13041 0.040 0.009 -0.037
H -0.16517 2.69837 1.32539 -0.009 -0.006 -0.003
H -0.95024 3.30364 -0.10768 -0.020 -0.011 -0.033
C -2.81743 3.73307 -7.37045 0.011 -0.001 0.003
C -3.35649 3.75287 -6.09392 0.000 -0.008 -0.001
C -2.55447 3.45697 -5.00001 -0.052 -0.068 -0.021
C -1.20371 3.14062 -5.16149 -0.035 0.018 0.039
C -0.67666 3.13476 -6.45481 0.062 0.065 0.001
C -1.47538 3.42303 -7.54931 -0.010 -0.005 -0.008
Si -0.20833 2.82938 -3.62002 -0.003 -0.040 0.010
C 1.08008 4.11716 -3.26980 0.042 -0.062 -0.058
C 0.74868 5.14468 -2.38652 0.001 0.014 0.024
C 1.64553 6.16778 -2.11777 -0.004 -0.007 -0.008
C 2.89052 6.17290 -2.72909 0.000 0.003 -0.001
C 3.23484 5.15647 -3.60894 0.005 -0.005 -0.006
C 2.33427 4.13747 -3.87873 0.000 -0.009 0.008
H -3.43940 3.96036 -8.22650 -0.006 -0.001 -0.002
H -4.40131 3.99346 -5.94622 -0.003 0.003 -0.008
H -2.99565 3.46403 -4.00964 0.016 0.004 0.014
H 0.37089 2.90879 -6.61385 0.003 0.005 0.006
H -1.05011 3.40900 -8.54444 0.001 0.003 -0.007
H -1.16797 2.73573 -2.50302 -0.028 0.014 0.008
H -0.21721 5.14714 -1.89297 -0.007 -0.006 0.002
H 1.37439 6.95637 -1.42784 0.003 0.002 0.004
H 3.59465 6.96732 -2.51782 0.001 0.002 0.003
H 4.20793 5.15608 -4.08289 0.001 -0.001 -0.002
H 2.61978 3.34569 -4.56235 0.002 0.003 0.001
```
Forces are in eV/Å.

Computed properties:
HOMO-LUMO gap (spin up / spin down) in eV: 6.13 / 4.99
⟨S²⟩: 6.051
Multiplicity: 5
Relative energy (zero: lowest compared OMol25 entry of this formula, charge and spin) in kcal per mole: 35.9
E_HOMO (spin up / spin down) in eV: -6.82 / -7.32
LUMO (spin up / spin down) in eV: -0.69 / -2.33
Molar mass in g/mol: 1281.11